(1)
Formula: C2H4INO
Source: the OMol25 dataset
Level of theory: the ωB97M-V functional and the def2-TZVPD basis

Output
- SMILES = [H]/N=C(\I)CO

```
9
Properties=species:S:1:pos:R:3:lowdin_charge:R:1
H -0.2317 -2.1808 1.8215 0.0673
N 0.0476 -1.2210 1.4572 0.0179
C -0.4154 -0.5956 0.3609 -0.7911
I -1.8433 -1.2353 -1.0223 0.8417
C 0.3332 0.7971 -0.0715 -0.2921
O -0.0412 1.2587 -1.3348 -0.1369
H 1.3605 0.6332 0.0252 0.0912
H 0.0834 1.5248 0.6679 0.1036
H 0.7067 1.0189 -1.9040 0.0985
```

***

(2)
Formula: C18H26N2O3
Source: the OMol25 dataset
Level of theory: the ωB97M-V functional and the def2-TZVPD basis

Output
- SMILES = Cc1ccc(C(C)C)c(OC[C@@H](C#N)[C@@H](O)C#N)c1.CC(C)O

```
49
Properties=species:S:1:pos:R:3:lowdin_charge:R:1
C 5.6318 1.8251 -0.5493 -0.0458
C 4.5123 0.7843 -0.5986 -0.2703
C 4.6266 -0.4523 0.0135 -0.0533
C 3.5785 -1.3709 -0.0111 -0.0251
C 2.3770 -1.1167 -0.6434 -0.1096
C 1.1604 -2.0394 -0.6904 -0.3241
C 0.7484 -2.4628 -2.1367 -0.0587
C 1.2514 -3.3071 0.2075 -0.0568
C 2.2721 0.1302 -1.2994 -0.2141
O 1.0837 0.3960 -1.9577 -0.0661
C 0.6933 1.7563 -1.8223 -0.1499
C -0.8549 1.8631 -1.9496 -0.1851
C -1.4835 0.8367 -1.0602 -0.1351
N -1.7593 0.0510 -0.2537 0.2001
C -1.2249 3.2903 -1.4588 -0.3431
O -0.4726 4.2017 -2.2399 -0.0062
C -2.6982 3.5493 -1.4977 -0.1287
N -3.8476 3.5940 -1.6486 0.1747
C 3.3122 1.0449 -1.2749 0.0145
H 6.1212 1.8425 -1.5319 0.0831
H 6.3238 1.5399 0.2558 0.0749
H 5.2208 2.8153 -0.3031 0.0784
H 5.5664 -0.6826 0.5187 0.1109
H 3.7470 -2.3186 0.4977 0.1007
H 0.3104 -1.4505 -0.3088 0.0989
H 1.0523 -1.7419 -2.9056 0.0683
H 1.1577 -3.4425 -2.4248 0.0730
H -0.3525 -2.5226 -2.1596 0.0826
H 0.4370 -3.2735 0.9519 0.0793
H 1.0863 -4.2401 -0.3527 0.0725
H 2.1789 -3.4049 0.7830 0.0531
H 0.9250 2.0982 -0.7957 0.1477
H 1.2087 2.3926 -2.5501 0.1330
H -1.1876 1.6883 -2.9826 0.1661
H -0.8179 3.3624 -0.4340 0.1574
H -0.6208 5.0928 -1.9020 0.1133
H 3.2269 2.0170 -1.7662 0.1203
C -3.5330 -0.2148 2.9897 -0.0741
C -4.2785 -1.5268 3.1740 -0.4988
C -5.7533 -1.3763 2.8331 -0.0679
O -4.1431 -1.9714 4.5246 -0.0595
H -3.9369 0.5572 3.6522 0.0787
H -2.4792 -0.3344 3.2456 0.0777
H -3.6032 0.1379 1.9600 0.0571
H -3.8321 -2.2939 2.5397 0.1378
H -6.2294 -0.6428 3.4904 0.0790
H -6.2778 -2.3221 2.9778 0.0775
H -5.8895 -1.0562 1.7986 0.0795
H -4.5340 -1.3019 5.0956 0.0823
```

***

(3)
Formula: C31H34Cl5N4O3SSi2Tl
Source: the OMol25 dataset
Level of theory: the ωB97M-V functional and the def2-TZVPD basis

Output
- total charge = -2

```
81
Properties=species:S:1:pos:R:3:lowdin_charge:R:1
Tl -0.4887 0.9023 0.2576 0.6167
C 1.8203 4.6089 2.6662 -0.0471
C 1.6603 3.6120 1.5762 -0.5370
O 1.2445 2.4433 1.7885 -0.1796
C 1.9020 4.1615 0.2980 -0.0668
C 2.1145 3.3657 -0.8489 -0.3046
C 2.4984 4.0043 -2.2212 -0.0586
N 2.1233 2.0212 -0.7846 -0.0369
N 2.3927 1.2809 -1.8473 0.0536
C 2.4437 0.0123 -1.5550 -0.4455
O 2.2026 -0.4724 -0.3500 -0.2021
C 2.5242 -0.8607 -2.7273 -0.1450
C 2.6267 -2.2345 -2.5596 -0.0631
C 2.8298 -3.0738 -3.6494 -0.0907
C 2.8873 -2.5108 -4.9360 -0.1297
C 2.7384 -1.1475 -5.1315 -0.1100
C 2.5732 -0.2885 -4.0496 -0.0007
H 1.9040 5.6061 2.2138 0.0690
H 2.7044 4.3492 3.2441 0.0748
H 0.9825 4.4744 3.3281 0.0668
H 1.9394 5.2429 0.1320 0.0817
H 3.3996 4.6325 -2.1666 0.0512
H 1.7571 4.6554 -2.7222 0.0659
H 2.8883 3.1711 -2.8641 0.0521
H 2.4958 -2.7470 -1.5523 0.1352
H 2.9188 -4.1397 -3.4670 0.0925
H 3.0405 -3.1857 -5.7501 0.0736
H 2.6992 -0.8271 -6.1778 0.0940
H 2.2918 0.7273 -4.1465 0.0877
C -1.5590 -2.5000 0.7385 -0.2458
Si -0.0569 -1.6675 1.5344 0.4590
C -0.3289 -1.4750 3.3971 -0.2580
C 1.4634 -2.8532 1.3110 -0.2723
C 1.1204 -4.1810 1.6458 -0.1405
C 1.9936 -5.2442 1.6250 -0.1088
C 3.4013 -4.9836 1.6337 -0.0783
C 3.7340 -3.6059 1.5545 -0.1337
C 2.8053 -2.6416 1.2970 -0.2879
Si 3.4942 -0.9909 0.6994 0.5520
C 4.8936 -1.1670 -0.5063 -0.1258
C 3.7254 0.3195 1.9995 -0.1333
H -1.5026 -2.0782 -0.2463 -0.0271
H -2.4804 -2.3838 1.2000 -0.0023
H -1.1469 -3.5271 0.6912 -0.0074
H -1.1932 -2.0526 3.6788 -0.0073
H -0.6117 -0.4074 3.5856 0.0172
H 0.5916 -1.7777 3.9057 0.0107
H 0.0317 -4.4278 1.7372 0.0883
H 1.7007 -6.3075 1.7928 0.0951
H 4.2354 -5.6793 1.7473 0.0837
H 4.7645 -3.3421 1.6615 0.0790
H 5.6020 -1.8326 -0.0994 -0.0007
H 5.3929 -0.1733 -0.4240 0.0532
H 4.5376 -1.4278 -1.5431 0.0477
H 4.8295 0.4741 2.0695 0.0261
H 3.4545 0.0673 3.0580 0.0517
H 3.2631 1.2340 1.6452 0.0088
Cl -6.6255 4.8227 4.3444 0.5903
C -5.7402 4.1357 3.0244 -0.7517
C -4.3725 3.9021 3.1208 -0.7656
Cl -3.4329 4.6272 4.3582 0.6530
C -3.7649 3.0947 2.2110 -0.5476
Cl -2.0311 2.7947 2.3964 0.6217
C -4.4705 2.5091 1.0252 -0.4379
O -3.9573 1.5300 0.4311 -0.1146
C -5.7834 3.1295 0.7632 -0.6446
Cl -6.4204 3.0308 -0.8184 0.6729
C -6.3940 3.8519 1.8136 -0.7376
Cl -7.9276 4.5370 1.4962 0.6340
S -2.4056 0.0269 -2.5310 0.4878
C -3.9459 -0.6054 -2.1836 -0.8138
N -4.1447 -1.9684 -2.3311 -0.0251
C -5.5255 -2.3045 -1.9384 -0.1522
C -6.0932 -1.0013 -1.2546 -0.1707
N -5.0854 -0.0116 -1.5655 -0.0042
H -3.5161 -2.4537 -2.9337 0.1009
H -5.4487 -3.0716 -1.1788 0.0942
H -6.1739 -2.5148 -2.8311 0.1108
H -6.2381 -1.1029 -0.1846 0.1111
H -7.0250 -0.8126 -1.7556 0.0868
H -4.7471 0.7030 -0.8648 0.0610
```

***

For each record above, in turn, the calculated strongest force on any atom values are 0.10212 0.03101 0.06747 Eh/bohr.
For each record above, in turn, the calculated HOMO-LUMO gap values are 10.06 8.78 4.10 eV.